Entry from OMol25: a single C6H9NO2 molecule in a non-equilibrium geometry (the ωB97M-V functional and the def2-TZVPD basis).

XYZ file:
```
18
Properties=species:S:1:pos:R:3:forces:R:3:nbo_charge:R:1
H -1.8954 -2.2312 1.4132 -0.204 -0.097 -0.230 0.471
H 0.5608 -0.7227 2.6112 -0.021 0.036 0.110 0.224
O -2.4584 0.3519 -1.5546 1.543 -0.160 0.054 -0.519
C 1.1935 -0.7282 -0.4206 -0.053 0.366 -0.919 -0.236
N 0.3623 0.4183 -0.7372 -1.155 -2.632 0.976 -0.445
C 0.3160 0.0794 1.9118 0.416 -0.190 0.001 -0.637
C -1.6442 -0.1736 -0.8671 -1.923 -0.769 0.053 0.663
H -0.5692 0.6040 2.2659 -0.066 -0.052 -0.067 0.229
H 1.0102 1.3504 -2.4455 -0.185 0.106 0.153 0.210
H 2.2047 -0.5084 -0.0905 0.094 0.084 0.082 0.194
H -0.3604 2.1637 -1.6023 -0.148 -0.281 -0.192 0.218
H 1.2388 2.2887 -0.9357 0.257 0.218 -0.295 0.174
H 1.1503 0.7822 1.8906 0.042 -0.097 0.086 0.224
C 0.5690 1.6087 -1.4756 0.942 1.188 0.972 -0.391
C -1.2362 -0.9733 0.1262 0.921 -0.283 0.191 -0.085
C 0.0999 -0.4978 0.5463 -0.022 2.429 -1.408 0.182
H 1.1229 -1.5668 -1.1096 0.048 -0.134 0.082 0.202
O -1.6645 -2.2453 0.4736 -0.485 0.267 0.351 -0.676
```
Forces are in eV/Å.

For the HOMO energy, the calculation gives -7.613 eV. The SMILES is CN1C[C@]1(C)C(O)=C=O. The calculation puts the calculated total energy at -11948.6851 eV. Its relative energy (zero: lowest compared OMol25 entry of this formula, charge and spin) is 447.07 kJ/mol. For the LUMO energy, the calculation gives 0.59 eV. The value obtained for the HOMO-LUMO gap is 8.20 eV.